# 1
{"formula": "C3H4F2N3O2", "method": "ωB97M-V/def2-TZVPD", "elements": ["C", "H", "C", "H", "N", "H", "H", "C", "N", "N", "O", "O", "F", "F"], "xyz": [[0.463, -0.043, 0.972], [1.309, 0.722, -1.523], [-0.256, 0.125, -0.345], [1.282, -0.755, 0.801], [-0.320, -0.431, 2.087], [0.050, -1.274, 2.510], [-1.309, -0.586, 1.814], [-1.034, 1.306, -0.593], [-1.359, 2.361, -0.955], [-0.587, -1.058, -1.083], [-1.342, -0.954, -2.041], [0.040, -2.079, -0.823], [1.069, 1.209, 1.261], [1.993, 1.457, -2.081]], "charge": -1, "e_lumo_ev": 3.7, "total_energy_ev": -17174.41757, "e_homo_ev": -4.80, "de_lowest_kcal_mol": 0.0}



# 2
{"formula": "C4H9N3O", "method": "ωB97M-V/def2-TZVPD", "elements": ["C", "C", "C", "N", "C", "O", "N", "N", "H", "H", "H", "H", "H", "H", "H", "H", "H"], "xyz": [[1.387, 0.944, 0.037], [-1.479, 1.007, -0.886], [0.459, -1.028, 0.986], [0.503, -2.376, 1.132], [-0.279, 0.387, -1.546], [-0.529, -0.522, 1.748], [1.521, -0.360, 0.639], [0.982, 0.627, -1.319], [-0.520, 0.441, 1.716], [-0.410, -2.804, 1.203], [1.172, -2.806, 0.507], [0.713, 1.628, 0.561], [2.375, 1.414, 0.008], [-0.490, 0.003, -2.557], [-1.233, 1.691, -0.076], [-2.056, 1.557, -1.635], [-2.115, 0.197, -0.519]], "e_lumo_ev": 0.6, "total_energy_ev": -10810.08125, "e_homo_ev": -8.53, "de_lowest_kcal_mol": 54.9}



# 3
{"formula": "C4H6INO", "method": "ωB97M-V/def2-TZVPD", "elements": ["C", "C", "C", "C", "N", "O", "I", "H", "H", "H", "H", "H", "H"], "xyz": [[1.385, -1.969, -0.032], [-0.770, 0.918, -0.003], [1.044, -0.673, -0.021], [-2.227, 1.050, -0.180], [-0.286, -0.294, -0.162], [2.103, 0.694, 0.411], [3.924, 0.244, -0.049], [2.319, -2.413, 0.323], [0.486, -2.617, -0.064], [-0.168, 1.717, 0.584], [-2.737, 0.144, 0.154], [-2.637, 1.949, 0.249], [-2.435, 1.250, -1.210]], "e_lumo_ev": -0.2, "total_energy_ev": -15879.54710, "e_homo_ev": -8.93, "de_lowest_kcal_mol": 98.5}



# 4
{"formula": "C40H38FeN", "method": "ωB97M-V/def2-TZVPD", "elements": ["C", "C", "C", "C", "C", "C", "C", "C", "C", "C", "C", "C", "C", "C", "C", "C", "C", "C", "C", "C", "C", "N", "C", "C", "H", "H", "H", "H", "H", "H", "H", "H", "H", "H", "H", "H", "H", "H", "H", "H", "H", "H", "H", "H", "H", "H", "H", "C", "C", "C", "C", "C", "Fe", "C", "C", "C", "C", "C", "C", "C", "C", "C", "C", "C", "C", "H", "H", "H", "H", "H", "H", "H", "H", "H", "H", "H", "H", "H", "H", "H"], "xyz": [[6.258, -3.013, 1.376], [5.144, -3.613, 0.789], [3.982, -2.868, 0.549], [3.925, -1.495, 0.832], [2.646, -0.650, 0.558], [1.593, -1.497, -0.164], [0.431, -1.964, 0.461], [-0.546, -2.601, -0.322], [-0.396, -2.690, -1.706], [0.812, -2.335, -2.302], [1.835, -1.832, -1.501], [2.106, -0.016, 1.853], [2.418, -0.477, 3.142], [1.863, 0.146, 4.271], [0.976, 1.214, 4.133], [0.691, 1.698, 2.858], [1.244, 1.080, 1.738], [2.929, 0.560, -0.408], [4.171, 0.478, -1.304], [3.941, 1.598, -2.318], [2.437, 1.899, -2.292], [1.903, 0.930, -1.338], [5.040, -0.913, 1.471], [6.191, -1.664, 1.731], [7.154, -3.594, 1.568], [5.154, -4.668, 0.512], [3.117, -3.388, 0.119], [0.265, -1.783, 1.532], [-1.466, -2.926, 0.168], [-1.212, -3.036, -2.329], [0.977, -2.418, -3.377], [2.827, -1.681, -1.925], [3.114, -1.314, 3.274], [2.143, -0.217, 5.261], [0.499, 1.662, 4.996], [0.043, 2.557, 2.701], [1.045, 1.506, 0.753], [3.124, 1.459, 0.215], [5.077, 0.581, -0.711], [4.193, -0.499, -1.795], [4.481, 2.489, -1.988], [4.271, 1.300, -3.315], [2.292, 2.933, -1.950], [1.957, 1.823, -3.277], [0.927, 1.011, -1.064], [5.007, 0.142, 1.766], [7.039, -1.178, 2.216], [-4.909, 0.113, 2.813], [-4.907, -0.634, 1.567], [-5.591, 0.162, 0.560], [-6.025, 1.399, 1.191], [-5.601, 1.368, 2.582], [-4.084, 1.161, 1.344], [-3.590, 3.053, 1.018], [-2.745, 2.457, 2.021], [-2.134, 1.276, 1.460], [-2.496, 1.185, 0.040], [-2.022, 0.291, -0.943], [-2.640, 0.214, -2.252], [-3.060, -1.022, -2.835], [-3.494, -1.084, -4.158], [-3.597, 0.095, -4.926], [-3.274, 1.342, -4.358], [-2.812, 1.386, -3.040], [-3.527, 2.237, -0.167], [-4.523, -0.240, 3.761], [-4.526, -1.637, 1.420], [-5.775, -0.136, -0.468], [-6.588, 2.183, 0.696], [-5.799, 2.128, 3.326], [-4.145, 3.983, 1.116], [-2.552, 2.874, 3.002], [-1.418, 0.601, 1.905], [-1.334, -0.491, -0.623], [-2.993, -1.928, -2.225], [-3.747, -2.052, -4.604], [-3.799, 0.021, -6.001], [-3.367, 2.265, -4.948], [-2.494, 2.338, -2.615], [-4.053, 2.357, -1.114]], "charge": -1, "e_lumo_ev": [2.4, 2.4], "total_energy_ev": -77968.81444, "spin_multiplicity": 5, "e_homo_ev": [-1.15, -2.76]}



# 5
{"formula": "C19H49Cl4O15P3", "method": "ωB97M-V/def2-TZVPD", "elements": ["Cl", "C", "C", "Cl", "H", "H", "H", "H", "Cl", "C", "C", "Cl", "H", "H", "H", "H", "C", "O", "P", "O", "O", "C", "O", "C", "H", "H", "H", "H", "H", "H", "H", "H", "H", "C", "O", "P", "O", "O", "C", "O", "C", "H", "H", "H", "H", "H", "H", "H", "H", "H", "C", "O", "P", "O", "O", "C", "O", "C", "H", "H", "H", "H", "H", "H", "H", "H", "H", "C", "O", "C", "C", "O", "C", "C", "O", "C", "H", "H", "H", "H", "H", "H", "H", "H", "H", "H", "H", "H", "H", "H"], "xyz": [[-2.257, -3.540, 5.264], [-2.835, -1.924, 4.762], [-4.260, -1.683, 5.165], [-4.550, -1.969, 6.896], [-2.723, -1.931, 3.691], [-2.202, -1.177, 5.228], [-4.948, -2.301, 4.593], [-4.508, -0.639, 4.976], [0.656, -0.610, -6.833], [0.822, -1.575, -5.333], [-0.522, -2.018, -4.871], [-0.533, -2.640, -3.213], [1.323, -0.916, -4.631], [1.474, -2.418, -5.544], [-0.967, -2.756, -5.547], [-1.302, -1.257, -4.956], [-4.292, -4.859, 2.581], [-4.273, -3.476, 2.170], [-3.905, -3.194, 0.663], [-4.960, -3.519, -0.283], [-3.451, -1.674, 0.576], [-4.501, -0.733, 0.808], [-2.567, -3.997, 0.438], [-2.323, -4.509, -0.866], [-5.285, -5.116, 2.942], [-3.577, -5.061, 3.374], [-4.045, -5.478, 1.719], [-4.256, -0.157, 1.702], [-5.474, -1.189, 1.023], [-4.650, -0.118, -0.076], [-3.044, -5.287, -1.134], [-1.349, -4.992, -0.866], [-2.401, -3.730, -1.620], [-0.213, 4.083, -1.809], [1.193, 4.284, -1.990], [1.889, 5.675, -1.894], [2.097, 6.200, -0.550], [0.983, 6.593, -2.814], [1.435, 7.955, -3.021], [3.192, 5.487, -2.744], [4.024, 4.334, -2.621], [-0.538, 4.574, -0.889], [-0.482, 3.037, -1.875], [-0.760, 4.629, -2.587], [0.914, 8.303, -3.906], [2.511, 7.972, -3.180], [1.170, 8.559, -2.157], [3.697, 3.584, -3.346], [3.944, 3.908, -1.623], [5.044, 4.596, -2.882], [-2.470, 2.517, 1.870], [-1.594, 2.006, 0.858], [-0.553, 0.860, 1.275], [-1.235, -0.259, 1.899], [0.499, 1.623, 2.150], [1.220, 2.723, 1.589], [0.153, 0.640, -0.100], [-0.273, -0.420, -0.972], [-2.051, 3.408, 2.341], [-2.717, 1.741, 2.593], [-3.385, 2.852, 1.378], [0.633, 3.221, 0.814], [2.144, 2.365, 1.138], [1.434, 3.463, 2.354], [0.278, -1.345, -0.814], [-0.050, -0.149, -2.003], [-1.341, -0.593, -0.854], [0.455, -3.298, 1.812], [1.400, -2.391, 1.270], [2.266, -1.830, 2.238], [3.429, -1.101, 1.586], [3.978, -1.892, 0.537], [5.188, -1.415, 0.042], [5.056, -0.212, -0.864], [4.277, -0.452, -2.020], [2.886, -0.390, -1.831], [0.293, -4.082, 1.068], [-0.503, -2.794, 1.953], [0.812, -3.762, 2.733], [2.577, -2.536, 3.009], [1.704, -0.994, 2.698], [4.215, -1.021, 2.353], [3.154, -0.133, 1.164], [5.827, -2.216, -0.333], [5.797, -1.060, 0.908], [6.010, 0.184, -1.207], [4.562, 0.576, -0.272], [2.524, -1.294, -1.321], [2.428, -0.272, -2.809], [2.554, 0.403, -1.142]], "e_lumo_ev": 0.4, "total_energy_ev": -129171.80506, "e_homo_ev": -9.29}



# 6
{"formula": "C3H12N2O2", "method": "ωB97M-V/def2-TZVPD", "elements": ["C", "C", "N", "C", "N", "H", "H", "H", "H", "H", "H", "H", "H", "H", "H", "O", "H", "H", "O"], "xyz": [[1.279, 1.508, -0.072], [0.649, 0.121, -0.104], [-0.788, 0.189, 0.105], [-1.572, 0.582, -0.930], [-2.795, 0.911, -0.818], [0.989, 2.040, 0.819], [0.909, 2.110, -0.907], [2.368, 1.550, -0.156], [0.852, -0.359, -1.061], [1.149, -0.510, 0.621], [-1.131, 0.124, 1.046], [-1.047, 0.669, -1.880], [-3.192, 1.165, -1.699], [-0.261, -2.267, -0.931], [-0.791, -2.750, -2.171], [0.037, -2.821, -1.669], [1.428, -1.508, 3.092], [1.034, -0.027, 3.673], [0.883, -0.728, 3.041]], "e_lumo_ev": 0.6, "total_energy_ev": -10380.40550, "e_homo_ev": -8.81, "de_lowest_kcal_mol": 26.4}